[1]
Computed, not measured: 11 unconnected molecules or ions with the total composition C45H112O33S7, with ωB97M-V with the def2-TZVPD basis set.

Element x y z (Å)
S (10.11, 0.99, 1.15)
S (5.19, 1.44, 6.46)
S (4.22, 5.40, -1.40)
S (3.59, -3.74, -0.12)
S (-0.58, -2.62, 4.55)
S (-6.62, 0.49, -2.12)
S (-4.93, -7.09, -0.14)
O (5.74, -0.09, 6.08)
O (-3.51, -7.43, -0.14)
O (0.24, -1.03, 0.05)
O (-6.40, 6.88, -2.60)
O (-3.77, -7.30, -6.78)
O (-0.31, -3.74, 5.43)
O (-2.17, 6.25, 4.85)
O (-5.46, -7.00, 1.49)
O (2.44, -4.36, 0.51)
O (5.27, 2.33, 5.27)
O (9.55, -0.28, 1.53)
O (3.09, 4.76, -2.47)
O (5.02, 4.30, -0.87)
O (-6.20, 0.11, -0.60)
O (-4.40, -7.96, -9.50)
O (4.17, -2.49, 0.32)
O (-4.03, 6.11, -0.61)
O (2.35, 1.80, 0.75)
O (3.25, -3.64, -1.73)
O (3.61, 6.44, -0.54)
O (-1.85, 4.34, -1.28)
O (-2.51, -5.48, -4.73)
O (-1.92, -1.99, 4.52)
O (-0.01, 4.06, 4.66)
O (9.29, 1.68, -0.14)
O (0.56, -1.58, 5.03)
O (11.51, 1.09, 0.84)
O (2.31, 5.65, 4.20)
O (-5.82, 1.66, -2.56)
O (-2.32, -2.83, -1.84)
O (-6.83, -0.71, -2.90)
O (4.05, 1.27, 7.30)
O (-5.49, -5.92, -0.75)
C (2.34, 4.47, 4.92)
C (-5.44, -7.72, -10.43)
C (2.28, 0.04, 4.34)
C (1.95, 5.49, -2.86)
C (-3.35, -7.72, -5.45)
C (2.07, 0.45, 0.45)
C (-4.04, 5.21, -1.61)
C (-6.64, 7.81, -3.60)
C (-6.29, 7.10, -1.18)
C (-4.75, -1.38, 0.77)
C (-4.82, -7.89, 2.35)
C (1.10, 4.69, -3.81)
C (-3.01, -4.03, -1.73)
C (7.16, 2.00, -1.31)
C (-4.78, 7.33, -0.81)
C (0.75, -0.34, 4.38)
C (3.68, -1.24, -2.44)
C (-2.20, 5.04, 5.56)
C (6.72, -0.29, 5.05)
C (-5.81, -8.65, -0.71)
C (9.65, 2.31, 2.46)
C (-1.13, 7.11, 5.01)
C (5.79, -0.55, 3.86)
C (-1.20, -2.70, -1.02)
C (0.66, 0.28, 0.12)
C (5.31, 6.25, -2.57)
C (-0.83, 3.24, -1.34)
C (3.70, 2.19, 1.05)
C (-1.18, -5.85, -4.46)
C (-2.74, -7.12, -7.81)
C (0.93, 4.36, 5.58)
C (-3.20, 4.00, -1.41)
C (-1.38, 3.80, 5.00)
C (-0.19, -2.88, 2.76)
C (-6.02, -8.71, 2.83)
C (-0.73, -1.23, -0.95)
C (4.90, -4.97, -0.15)
C (-3.68, -6.80, -9.04)
C (7.89, 1.32, -0.20)
C (-8.25, 1.20, -1.62)
C (-4.86, -0.39, -0.49)
C (3.27, 5.78, 3.10)
C (2.68, -2.40, -2.16)
C (6.55, 1.95, 7.61)
C (-3.46, -6.55, -4.45)
H (-2.37, -8.13, -5.68)
H (-5.24, -2.35, 0.74)
H (-3.96, -8.50, -4.99)
H (-5.83, 8.54, -3.66)
H (-3.09, -6.31, -9.81)
H (-5.69, -6.67, -10.55)
H (-0.54, -4.97, -4.50)
H (2.39, -0.17, 1.29)
H (3.28, -0.23, -2.56)
H (6.39, 2.98, 7.94)
H (-5.87, -8.70, -1.80)
H (-1.48, 8.14, 4.95)
H (2.11, 0.73, 3.51)
H (7.36, 1.28, 0.75)
H (-0.86, -6.46, -5.30)
H (6.33, 6.19, -2.21)
H (-6.83, 6.37, -0.58)
H (-6.72, -9.15, 2.11)
H (1.90, -2.08, -1.47)
H (9.22, 3.10, 1.85)
H (0.18, 0.51, 4.74)
H (-1.06, 2.62, -0.48)
H (0.42, 4.04, -3.26)
H (2.72, 0.20, -0.38)
H (7.26, 0.62, 4.80)
H (-8.59, 1.48, -2.62)
H (-4.25, -7.34, 3.10)
H (-4.04, -3.98, -2.09)
H (-4.81, 7.88, 0.13)
H (-5.79, -9.56, 3.46)
H (-4.41, -0.83, -1.38)
H (5.60, -4.38, -0.74)
H (-3.46, 3.29, -2.19)
H (7.13, 3.09, -1.27)
H (2.89, 5.21, 2.26)
H (2.07, -2.54, -3.05)
H (4.11, -1.62, -3.36)
H (7.64, 1.81, -2.27)
H (-1.48, -3.07, -0.03)
H (-6.31, -8.30, -10.11)
H (-7.61, 8.29, -3.58)
H (4.32, 5.53, 3.23)
H (2.27, 6.49, -3.16)
H (1.40, 5.50, -1.92)
H (-3.70, -1.65, 0.93)
H (5.29, -1.50, 4.05)
H (3.91, 2.08, 2.11)
H (2.52, 3.57, 4.33)
H (-1.85, 5.30, 6.56)
H (-5.21, -0.97, 1.67)
H (4.98, 7.29, -2.62)
H (-3.27, -4.38, -0.73)
H (6.65, 1.26, 8.45)
H (-2.22, -6.18, -7.61)
H (-1.57, -0.57, -0.75)
H (-0.27, 7.09, 4.34)
H (-6.81, -8.71, -0.27)
H (4.47, -1.15, -1.69)
H (5.17, 5.78, -3.55)
H (-0.84, 2.58, -2.21)
H (7.92, 0.31, -0.62)
H (10.63, 2.54, 2.88)
H (-3.26, 4.85, 5.76)
H (0.08, 0.95, 0.75)
H (0.58, 0.78, -0.84)
H (5.06, 0.20, 3.56)
H (1.02, 3.53, 6.28)
H (-8.16, 1.98, -0.87)
H (0.25, -0.36, 3.41)
H (-4.04, -8.57, 2.00)
H (-5.25, -8.29, -11.34)
H (-0.32, -1.03, -1.94)
H (-1.89, 3.42, 4.12)
H (8.89, 1.93, 3.15)
H (-4.43, -6.09, -4.61)
H (-3.65, 5.77, -2.46)
H (7.47, 1.75, 7.05)
H (0.34, 5.24, -4.36)
H (4.64, -5.85, -0.74)
H (3.12, 4.53, 5.68)
H (6.20, 1.54, -1.56)
H (-2.01, -7.89, -8.05)
H (-6.96, 7.94, -1.01)
H (4.40, 1.81, 0.31)
H (-3.36, -6.95, -3.44)
H (-4.40, -6.08, -8.63)
H (-1.02, -6.31, -3.48)
H (-2.42, -4.80, -2.22)
H (-5.26, -9.38, -0.12)
H (7.49, -1.04, 5.25)
H (-0.75, 7.20, 6.03)
H (-3.55, 3.60, -0.46)
H (-6.81, -8.15, 3.34)
H (-8.72, 0.30, -1.22)
H (-4.26, 7.98, -1.52)
H (0.19, 3.62, -1.21)
H (-0.88, -3.60, 2.32)
H (-4.25, 0.49, -0.30)
H (2.49, 0.51, 5.30)
H (1.62, 4.10, -4.57)
H (5.23, -5.13, 0.88)
H (3.34, 6.86, 2.92)
H (-6.53, 7.26, -4.53)
H (-0.29, -1.94, 2.22)
H (0.81, -3.30, 2.71)
H (3.69, 3.26, 0.83)
H (-0.47, -3.39, -1.44)
H (-5.06, 4.88, -1.78)
H (0.64, 5.31, 6.03)
H (-1.25, 3.01, 5.74)
H (6.51, -0.65, 3.05)
H (2.85, -0.85, 4.11)

Its net charge is 0. As for the HOMO energy: -8.936 eV. Its structure (SMILES) is CCOS(C)(=O)=O.CCOS(C)(=O)=O.CCOS(C)(=O)=O.CCOS(C)(=O)=O.CCOS(C)(=O)=O.CCOS(C)(=O)=O.CCOS(C)(=O)=O.COCCOCCOC.COCCOCCOC.COCCOCCOC.COCCOCCOC.

[2]
Computed, not measured: 15 unconnected molecules or ions with the total composition C45H113IN5O14, with ωB97M-V with the def2-TZVPD basis set.

Element x y z (Å)
I (-24.07, -4.05, -14.40)
O (-19.34, -5.90, -16.79)
O (-28.59, -4.39, -13.73)
O (-26.93, -8.02, -15.53)
O (-27.31, -3.20, -15.72)
O (-24.68, -7.82, -18.65)
O (-25.32, -2.43, -10.92)
O (-27.66, -0.20, -16.05)
O (-24.23, -7.49, -15.48)
O (-21.98, -5.12, -17.23)
O (-18.82, -3.93, -14.11)
O (-21.44, -7.78, -16.37)
O (-28.76, -5.74, -16.36)
O (-26.50, -6.59, -12.95)
O (-21.49, -9.09, -13.73)
N (-26.81, 0.68, -16.75)
N (-24.54, -1.63, -10.12)
N (-22.08, -8.43, -12.63)
N (-24.04, -6.83, -19.40)
N (-17.78, -3.10, -13.87)
C (-23.75, -3.56, -8.73)
C (-25.26, -1.17, -17.75)
C (-21.82, -6.67, -10.92)
C (-28.09, 0.52, -18.87)
C (-15.31, -2.80, -13.61)
C (-23.40, -8.54, -10.45)
C (-19.30, -1.29, -13.12)
C (-25.92, 0.21, -10.69)
C (-16.44, -3.77, -13.95)
C (-27.44, 1.48, -17.83)
C (-24.95, -5.67, -19.74)
C (-25.43, 0.11, -16.88)
C (-19.90, -7.85, -11.69)
C (-26.19, -6.00, -20.63)
C (-22.32, -6.18, -21.11)
C (-22.42, -0.03, -9.01)
C (-21.87, -10.50, -11.07)
C (-21.02, -6.24, -13.17)
C (-25.12, 1.66, -18.87)
C (-25.48, -5.04, -18.41)
C (-23.12, -7.35, -20.42)
C (-23.72, -8.21, -21.54)
C (-16.22, -5.10, -13.11)
C (-23.73, 0.03, -11.93)
C (-23.77, 0.64, -9.42)
C (-24.46, -0.21, -10.58)
C (-15.53, -1.97, -12.37)
C (-16.38, -4.12, -15.47)
C (-22.62, -1.41, -8.58)
C (-22.70, -9.39, -11.63)
C (-26.41, 2.39, -18.54)
C (-18.43, -2.82, -11.42)
C (-23.85, -10.04, -12.46)
C (-24.09, -4.48, -20.42)
C (-22.29, -2.74, -10.69)
C (-24.51, 1.15, -17.56)
C (-23.32, -2.35, -9.60)
C (-21.23, -7.36, -12.11)
C (-18.11, -2.16, -12.74)
C (-21.98, -8.05, -19.68)
C (-16.90, -1.26, -12.48)
C (-24.78, -0.06, -15.43)
C (-28.53, 2.47, -17.24)
C (-22.39, -7.61, -9.75)
C (-23.21, -5.00, -21.55)
H (-22.48, -8.75, -19.01)
H (-24.40, 2.00, -16.88)
H (-24.53, -3.23, -8.04)
H (-21.61, -8.45, -14.44)
H (-22.62, -11.14, -10.61)
H (-23.83, -9.16, -9.67)
H (-22.68, -6.09, -11.26)
H (-27.18, -8.73, -16.12)
H (-26.52, -5.29, -21.39)
H (-26.09, -7.71, -15.86)
H (-22.67, -3.23, -11.59)
H (-19.24, -6.98, -11.70)
H (-24.12, -4.44, -9.25)
H (-24.50, -10.54, -11.75)
H (-25.70, -3.98, -18.54)
H (-16.31, -4.92, -12.04)
H (-24.71, -5.10, -17.64)
H (-28.73, -0.21, -18.38)
H (-28.63, 0.98, -19.70)
H (-21.25, -8.52, -20.34)
H (-21.71, -1.93, -8.28)
H (-21.29, -11.10, -11.78)
H (-22.38, -4.65, -16.50)
H (-19.47, -0.46, -12.43)
H (-22.95, -4.01, -8.15)
H (-15.53, -2.47, -11.40)
H (-27.39, -0.19, -19.31)
H (-15.29, -5.56, -13.42)
H (-24.42, 0.54, -8.56)
H (-21.63, -8.13, -9.16)
H (-22.67, 0.28, -11.84)
H (-23.75, -0.75, -12.69)
H (-21.63, -5.74, -20.39)
H (-16.99, -5.82, -13.37)
H (-24.11, 0.93, -12.41)
H (-23.71, 1.71, -9.63)
H (-17.05, -0.68, -11.57)
H (-23.06, -8.98, -21.93)
H (-23.85, -0.63, -15.35)
H (-24.43, -6.60, -15.17)
H (-27.01, -6.08, -19.92)
H (-23.23, -1.40, -7.68)
H (-15.17, -2.12, -14.46)
H (-23.82, -5.37, -22.38)
H (-24.21, -7.99, -10.92)
H (-27.87, -3.97, -14.19)
H (-24.21, -7.68, -22.36)
H (-14.39, -3.37, -13.47)
H (-15.49, -4.72, -15.67)
H (-26.26, 3.32, -17.99)
H (-25.30, 0.90, -19.64)
H (-23.42, -4.02, -19.68)
H (-21.67, -6.52, -21.92)
H (-21.42, -7.35, -19.06)
H (-20.92, -5.22, -12.80)
H (-23.54, 0.78, -17.88)
H (-24.40, 2.41, -19.20)
H (-24.42, -8.87, -21.02)
H (-26.36, -3.29, -15.67)
H (-28.02, 3.34, -16.83)
H (-19.03, -0.95, -14.12)
H (-20.20, -1.90, -13.12)
H (-25.85, -1.97, -17.30)
H (-25.61, -1.17, -18.79)
H (-25.47, -0.70, -14.87)
H (-21.18, -5.89, -10.50)
H (-22.57, -4.28, -22.07)
H (-26.27, 0.06, -11.71)
H (-16.77, -0.48, -13.23)
H (-24.36, -9.20, -12.93)
H (-26.03, -5.76, -12.89)
H (-24.80, 0.78, -14.73)
H (-27.45, -2.28, -15.97)
H (-21.19, -10.08, -10.33)
H (-20.57, -8.16, -16.34)
H (-26.84, 2.71, -19.49)
H (-16.39, -3.18, -16.02)
H (-19.43, -8.54, -12.39)
H (-29.20, 1.91, -16.58)
H (-19.17, -3.62, -11.45)
H (-23.51, -10.77, -13.20)
H (-19.92, -8.25, -10.67)
H (-24.12, -7.88, -17.87)
H (-18.77, -2.15, -10.64)
H (-23.07, -7.04, -9.11)
H (-29.24, 2.87, -17.96)
H (-22.72, -5.34, -17.80)
H (-29.06, -3.68, -13.30)
H (-23.28, -7.57, -15.38)
H (-20.18, -6.41, -13.84)
H (-14.78, -1.19, -12.28)
H (-17.54, -3.31, -11.05)
H (-25.82, -7.25, -13.09)
H (-18.91, -5.40, -17.48)
H (-24.24, -1.55, -17.76)
H (-28.36, -4.88, -16.44)
H (-25.98, 1.28, -10.47)
H (-27.81, 0.24, -15.22)
H (-21.36, -3.19, -10.37)
H (-26.28, -5.62, -17.94)
H (-26.01, -6.93, -21.18)
H (-24.82, -3.73, -20.71)
H (-21.89, -1.79, -11.06)
H (-24.71, -2.75, -11.58)
H (-28.56, -6.18, -17.19)
H (-19.15, -3.55, -14.92)
H (-26.54, -0.28, -9.94)
H (-21.36, -7.03, -16.96)
H (-21.83, -6.21, -13.90)
H (-20.21, -5.50, -16.70)
H (-21.98, 0.47, -8.15)
H (-17.23, -4.67, -15.86)
H (-21.61, 0.12, -9.72)

Its net charge is -1. As for the HOMO energy: -5.609 eV.

Going through the records in order, we get gap between HOMO and LUMO values of 9.10; 7.63 eV.
Going through the records in order, we get total energy values of -191876.4556; -92710.4469 eV.
Going through the records in order, we get F_max values of 4.51; 4.28 eV/A.